# C61H70BBrF3N8O2PSiTl

A molecular structure, C61H70BBrF3N8O2PSiTl (ωB97M-V/def2-TZVPD, OMol25).

Each line ends with the Mulliken charge.
Cartesian coordinates (Å):
1 Tl 1.33 -0.04 -0.74  1.46
2 C 4.62 -4.39 0.39  -1.48
3 C 4.31 -2.96 0.71  0.75
4 C 4.32 -2.32 1.93  -1.35
5 C 3.97 -0.99 1.64  -0.32
6 N 3.74 -0.84 0.35  -0.37
7 N 3.97 -2.05 -0.23  1.19
8 B 4.04 -2.25 -1.77  -1.46
9 N 2.75 -2.89 -2.36  0.07
10 N 1.54 -2.30 -2.24  1.36
11 C 0.67 -3.07 -2.87  -0.14
12 C 1.32 -4.21 -3.39  -1.55
13 C 2.65 -4.05 -3.05  0.80
14 C 3.80 -4.95 -3.40  -1.34
15 C -0.73 -2.65 -3.06  1.02
16 C -1.58 -3.36 -3.91  -0.50
17 C -2.86 -2.90 -4.20  -0.97
18 C -3.31 -1.70 -3.66  -1.20
19 C -2.48 -0.99 -2.79  -0.14
20 C -1.22 -1.47 -2.48  0.97
21 N 4.39 -0.94 -2.49  0.25
22 N 3.58 0.14 -2.53  0.77
23 C 4.22 1.08 -3.19  -0.52
24 C 5.49 0.62 -3.60  -1.53
25 C 5.56 -0.67 -3.13  0.83
26 C 6.69 -1.64 -3.30  -1.58
27 C 3.60 2.39 -3.48  0.49
28 C 4.38 3.50 -3.79  -0.66
29 C 3.78 4.72 -4.11  -0.72
30 C 2.40 4.84 -4.11  -0.77
31 C 1.61 3.74 -3.78  -0.01
32 C 2.21 2.52 -3.47  0.66
33 C 3.92 0.17 2.56  0.81
34 C 3.67 0.00 3.92  -0.37
35 C 3.67 1.10 4.77  -0.83
36 C 3.91 2.37 4.27  -0.47
37 C 4.15 2.55 2.92  -0.51
38 C 4.16 1.45 2.07  0.22
39 H 4.93 -4.90 1.30  0.41
40 H 5.43 -4.46 -0.34  0.23
41 H 3.75 -4.90 -0.03  0.21
42 H 4.58 -2.75 2.89  0.49
43 H 4.93 -3.03 -1.99  -0.15
44 H 0.90 -5.04 -3.94  0.49
45 H 3.42 -5.76 -4.03  0.37
46 H 4.28 -5.37 -2.52  0.17
47 H 4.56 -4.41 -3.96  0.19
48 H -1.23 -4.28 -4.37  0.31
49 H -3.50 -3.47 -4.86  0.37
50 H -4.30 -1.33 -3.90  0.51
51 H -2.82 -0.06 -2.36  0.86
52 H -0.60 -0.92 -1.79  -1.77
53 H 6.24 1.14 -4.18  0.48
54 H 7.50 -1.15 -3.84  0.38
55 H 6.38 -2.52 -3.87  0.17
56 H 7.07 -1.99 -2.34  0.30
57 H 5.46 3.42 -3.76  0.39
58 H 4.40 5.57 -4.34  0.38
59 H 1.93 5.78 -4.36  0.41
60 H 0.53 3.82 -3.76  0.23
61 H 1.60 1.67 -3.20  0.13
62 H 3.46 -0.99 4.31  0.21
63 H 3.46 0.96 5.83  0.36
64 H 3.89 3.23 4.94  0.41
65 H 4.32 3.54 2.51  0.35
66 H 4.36 1.57 1.01  0.30
67 N -1.50 3.54 -1.46  0.46
68 P -0.43 2.91 -0.18  1.73
69 C -1.36 3.77 1.17  0.16
70 C -2.73 3.54 1.27  -0.48
71 C -3.48 4.04 2.33  -0.68
72 C -2.85 4.79 3.31  -0.62
73 C -1.48 5.01 3.24  -0.52
74 C -0.74 4.51 2.18  -0.69
75 C 0.96 4.11 -0.42  0.64
76 C 2.28 3.65 -0.41  0.33
77 C 3.34 4.53 -0.58  -0.38
78 C 3.10 5.88 -0.78  -0.85
79 C 1.79 6.35 -0.80  -0.97
80 C 0.74 5.47 -0.62  -0.89
81 C -1.78 2.87 -2.63  -0.11
82 C -2.81 3.33 -3.47  -0.81
83 C -3.06 2.66 -4.65  -0.82
84 C -2.28 1.56 -4.99  -0.99
85 C -1.27 1.20 -4.12  -0.83
86 N -1.02 1.82 -2.96  1.43
87 H -2.10 4.33 -1.28  0.33
88 H -3.22 2.92 0.52  0.38
89 H -4.54 3.85 2.38  0.45
90 H -3.43 5.17 4.15  0.36
91 H -0.98 5.57 4.02  0.37
92 H 0.33 4.65 2.16  0.22
93 H 2.48 2.60 -0.24  -0.47
94 H 4.36 4.16 -0.57  0.58
95 H 3.93 6.57 -0.92  0.36
96 H 1.59 7.41 -0.96  0.37
97 H -0.28 5.85 -0.63  0.32
98 H -3.40 4.19 -3.18  0.47
99 H -3.86 2.99 -5.30  0.39
100 H -2.44 1.00 -5.91  0.48
101 H -0.62 0.36 -4.35  0.41
102 F 0.90 2.41 4.39  -0.25
103 C 0.28 1.34 3.87  0.21
104 F -1.04 1.63 3.87  -0.09
105 F 0.46 0.32 4.73  -0.29
106 C 0.75 1.01 2.43  0.11
107 O 0.71 -0.19 2.12  -0.09
108 O 1.08 2.01 1.75  -0.62
109 C -5.92 -0.33 3.02  -2.09
110 C -4.74 -1.10 3.62  2.86
111 C -3.91 -0.08 4.40  -2.12
112 C -5.28 -2.15 4.61  -1.80
113 Si -3.72 -1.93 2.21  -1.63
114 Br -2.71 -0.23 1.13  0.40
115 C -2.28 -3.02 2.84  3.44
116 C -1.19 -3.17 1.76  -2.38
117 C -1.61 -2.38 4.06  -2.62
118 C -2.79 -4.41 3.25  -1.80
119 C -4.85 -2.81 0.92  2.96
120 C -5.94 -3.65 1.62  -2.01
121 C -4.03 -3.74 0.02  -1.72
122 C -5.54 -1.80 -0.02  -1.42
123 H -6.47 0.16 3.83  0.61
124 H -6.63 -0.97 2.49  0.33
125 H -5.58 0.45 2.33  0.25
126 H -4.58 0.51 5.03  0.55
127 H -3.38 0.61 3.75  0.24
128 H -3.17 -0.54 5.06  0.28
129 H -5.86 -1.64 5.39  0.52
130 H -4.47 -2.69 5.10  0.31
131 H -5.94 -2.88 4.13  0.29
132 H -0.75 -2.20 1.51  0.04
133 H -1.55 -3.63 0.84  0.28
134 H -0.39 -3.81 2.16  0.68
135 H -1.24 -1.37 3.84  0.44
136 H -0.74 -2.99 4.34  0.61
137 H -2.27 -2.33 4.92  0.36
138 H -3.22 -4.97 2.42  0.29
139 H -3.54 -4.36 4.05  0.31
140 H -1.94 -5.00 3.64  0.52
141 H -5.52 -4.36 2.33  0.31
142 H -6.49 -4.22 0.86  0.52
143 H -6.67 -3.02 2.14  0.35
144 H -3.63 -4.60 0.55  0.24
145 H -3.19 -3.22 -0.45  -0.02
146 H -4.67 -4.12 -0.78  0.63
147 H -6.14 -1.06 0.50  0.23
148 H -6.20 -2.36 -0.70  0.55
149 H -4.81 -1.26 -0.63  0.02

Summary:
Net charge = -1
Lowest unoccupied orbital energy = 0.085 Ha
Relative energy (zero: lowest compared OMol25 entry of this formula, charge and spin) = 0.0 kcal per mole
E = -6657.1819 Ha
Highest occupied orbital energy = -5.3 eV

# C2H8NO

2 unconnected molecules or ions with the total composition C2H8NO at a distorted geometry (ωB97M-V/def2-TZVPD, OMol25).

Each line ends with the Löwdin spin population.
Cartesian coordinates (Å):
1 O 2.26 0.08 -0.30  0.43
2 H 0.72 -0.24 0.10  0.01
3 H 2.99 -0.58 -0.12  0.00
4 H 2.56 0.83 0.27  0.00
5 C -1.16 -0.62 -0.90  0.14
6 C -0.74 0.77 1.05  0.11
7 N -0.36 -0.15 0.21  0.18
8 H -1.25 0.23 -1.62  0.05
9 H -2.24 -0.78 -0.59  0.07
10 H -0.76 -1.54 -1.30  0.00
11 H -0.21 1.12 1.93  0.01
12 H -1.81 0.89 1.27  0.01

Summary:
Net charge = +2
⟨S²⟩ = 0.76
Lowest unoccupied orbital energy (alpha / beta) = -0.419 / -0.633 Ha
Relative energy (zero: lowest compared OMol25 entry of this formula, charge and spin) = 93.0 kcal per mole
E = -210.0789 Ha
Spin multiplicity = 2
Highest occupied orbital energy (alpha / beta) = -23.6 / -22.2 eV

# C18H40BiBrN7OS

A molecular structure, C18H40BiBrN7OS (ωB97M-V/def2-TZVPD, OMol25).

Each line ends with the Mulliken charge.
Cartesian coordinates (Å):
1 Bi -0.19 -0.44 -1.48  3.18
2 N -1.98 0.51 -3.02  -0.56
3 C -1.39 1.76 -3.56  -0.78
4 C -0.09 1.45 -4.29  -0.65
5 N 0.98 0.93 -3.39  0.04
6 C 1.67 2.07 -2.73  -0.98
7 C 2.32 1.75 -1.39  -0.73
8 N 1.29 1.37 -0.39  -0.52
9 C 1.92 0.04 -4.12  -0.83
10 C 2.38 -1.18 -3.33  -0.45
11 N 1.20 -1.97 -2.88  -0.63
12 H -2.28 -0.09 -3.79  0.29
13 H -2.79 0.69 -2.44  0.17
14 H -1.23 2.44 -2.72  0.31
15 H -2.07 2.25 -4.26  0.55
16 H 0.26 2.34 -4.81  0.32
17 H -0.31 0.69 -5.04  0.51
18 H 0.93 2.86 -2.57  0.46
19 H 2.43 2.48 -3.41  0.44
20 H 2.88 2.64 -1.07  0.51
21 H 3.04 0.94 -1.47  0.21
22 H 0.72 2.18 -0.16  0.28
23 H 1.72 1.03 0.46  0.08
24 H 2.81 0.60 -4.44  0.33
25 H 1.44 -0.31 -5.03  0.44
26 H 2.95 -0.91 -2.44  0.03
27 H 3.03 -1.77 -3.97  0.59
28 H 1.53 -2.79 -2.38  0.27
29 H 0.69 -2.31 -3.69  0.29
30 C 1.87 0.74 6.15  -1.34
31 C 2.40 0.22 4.85  0.60
32 C 3.75 0.02 4.63  -0.38
33 C 4.20 -0.42 3.39  -0.73
34 C 3.25 -0.64 2.41  0.38
35 Br 3.82 -1.16 0.66  -0.14
36 N 1.95 -0.47 2.59  -0.24
37 C 1.54 -0.06 3.79  -0.75
38 H 2.57 0.58 6.97  0.40
39 H 0.92 0.27 6.41  0.38
40 H 1.70 1.82 6.07  0.29
41 H 4.47 0.20 5.42  0.46
42 H 5.25 -0.59 3.19  0.43
43 H 0.47 0.05 3.91  0.51
44 N -1.80 -2.34 -1.44  -0.52
45 C -1.21 -3.50 -0.74  -0.77
46 C -0.53 -3.03 0.55  -0.30
47 N 0.52 -2.03 0.26  -0.55
48 H -2.53 -1.92 -0.87  0.18
49 H -2.23 -2.64 -2.31  0.30
50 H -0.47 -3.96 -1.40  0.31
51 H -1.96 -4.25 -0.50  0.48
52 H -0.13 -3.91 1.06  0.47
53 H -1.27 -2.57 1.20  0.02
54 H 1.37 -2.49 -0.05  0.32
55 H 0.80 -1.51 1.12  0.12
56 O -2.12 0.19 -0.06  -0.72
57 S -2.21 1.08 1.21  0.36
58 C -2.97 0.05 2.52  -0.43
59 C -4.46 0.38 2.55  -0.70
60 C -4.56 1.87 2.23  -0.74
61 C -3.73 2.07 0.97  -0.64
62 H -2.48 0.33 3.45  0.43
63 H -2.75 -0.99 2.29  0.21
64 H -4.88 0.16 3.54  0.40
65 H -5.00 -0.20 1.81  0.31
66 H -4.16 2.47 3.05  0.33
67 H -5.59 2.18 2.07  0.37
68 H -3.45 3.11 0.79  0.47
69 H -4.21 1.65 0.09  0.27

Summary:
Net charge = +3
Lowest unoccupied orbital energy = -0.299 Ha
Relative energy (zero: lowest compared OMol25 entry of this formula, charge and spin) = 1.9 kcal per mole
E = -4354.3565 Ha
Highest occupied orbital energy = -16.5 eV

# C4H7NO

A single C4H7NO molecule (ωB97M-V/def2-TZVPD, OMol25).

Each line ends with the Mulliken charge.
Cartesian coordinates (Å):
1 O -3.03 0.22 0.92  -0.47
2 C -1.97 -0.34 0.80  -0.04
3 C -0.65 0.39 0.61  -0.36
4 N 0.33 -0.51 0.02  -0.29
5 C 0.83 -0.19 -1.31  -0.49
6 C 1.69 -0.04 -0.11  -0.32
7 H -1.88 -1.44 0.85  0.37
8 H -0.31 0.69 1.61  0.32
9 H -0.83 1.31 0.03  0.30
10 H 0.47 0.73 -1.77  0.24
11 H 0.95 -1.03 -1.98  0.25
12 H 2.47 -0.77 0.11  0.24
13 H 1.92 0.97 0.22  0.26

Summary:
SMILES string = O=CCN1CC1
Lowest unoccupied orbital energy = 0.040 Ha
Relative energy (zero: lowest compared OMol25 entry of this formula, charge and spin) = 55.7 kcal per mole
E = -286.5428 Ha
Highest occupied orbital energy = -9.6 eV

# ClH6O3Zn

A molecular structure, ClH6O3Zn at a distorted geometry (ωB97M-V/def2-TZVPD, OMol25).

Each line ends with the Mulliken charge.
Cartesian coordinates (Å):
1 Zn 1.56 0.70 -2.80  0.93
2 Cl 0.43 -0.29 -1.08  -0.06
3 O -1.72 -2.76 -1.07  -0.55
4 H -1.06 -2.07 -0.97  0.25
5 H -1.25 -3.58 -0.87  0.34
6 O 0.36 3.10 0.09  -0.55
7 H -0.57 3.33 0.16  0.35
8 H 0.38 2.29 -0.41  0.26
9 O 0.72 0.11 2.45  -0.58
10 H 0.92 -0.26 1.59  0.27
11 H 0.22 -0.57 2.91  0.33

Summary:
Net charge = +1
Lowest unoccupied orbital energy = -0.363 Ha
Relative energy (zero: lowest compared OMol25 entry of this formula, charge and spin) = 36.1 kcal per mole
E = -2468.4624 Ha
Highest occupied orbital energy = -14.2 eV

# C3H4N4O4S2

3 unconnected molecules or ions with the total composition C3H4N4O4S2 at a distorted geometry (ωB97M-V/def2-TZVPD, OMol25).

Each line ends with the Mulliken charge.
Cartesian coordinates (Å):
1 C -0.82 -1.37 -2.12  0.50
2 C 0.95 1.68 -1.69  0.87
3 C 0.85 0.14 0.78  0.68
4 N -1.62 -1.88 -2.83  -0.55
5 N 2.66 -0.84 1.82  -0.91
6 N -0.16 -0.65 -1.33  -0.20
7 N 1.72 -0.06 1.97  0.61
8 O 0.03 2.13 -2.16  -0.35
9 O -0.02 1.02 0.81  -0.65
10 O -4.26 -0.55 -0.51  -0.67
11 O 1.97 1.27 -1.31  -0.46
12 S 1.39 0.90 3.36  -0.13
13 S 1.03 -1.12 -0.39  0.10
14 H 3.34 -1.20 2.55  0.27
15 H -4.10 -1.01 -1.41  0.34
16 H -3.47 -0.17 -0.15  0.31
17 H 0.53 1.73 2.61  0.23

Summary:
Lowest unoccupied orbital energy (alpha / beta) = -0.041 / -0.109 Ha
Relative energy (zero: lowest compared OMol25 entry of this formula, charge and spin) = 51.3 kcal per mole
E = -1432.9221 Ha
Highest occupied orbital energy (alpha / beta) = -9.7 / -8.3 eV

# C5H12N

A gas-phase ion, C5H12N (charge +1) at a distorted geometry (ωB97M-V/def2-TZVPD, OMol25).

Each line ends with the Mulliken charge.
Cartesian coordinates (Å):
1 C 0.32 -0.99 -1.22  -0.62
2 C -0.03 -1.32 0.23  -0.68
3 C -1.22 -0.45 0.65  -0.44
4 C 0.05 1.66 1.33  -0.87
5 C -0.93 1.04 0.65  -0.31
6 N 1.38 0.15 -1.27  -0.25
7 H 0.74 -1.82 -1.77  0.38
8 H -0.45 -0.66 -1.90  0.40
9 H 0.86 -1.11 0.83  0.38
10 H -0.38 -2.35 0.28  0.32
11 H -2.01 -0.56 -0.10  0.39
12 H -1.58 -0.66 1.67  0.35
13 H 0.39 1.22 2.25  0.30
14 H 0.32 2.66 1.01  0.36
15 H -1.67 1.71 0.23  0.36
16 H 1.06 0.76 -0.50  0.21
17 H 1.46 0.70 -2.12  0.36
18 H 2.26 -0.27 -0.95  0.38

Summary:
SMILES string = C=CCCC[NH3+]
Net charge = +1
Lowest unoccupied orbital energy = -0.123 Ha
Relative energy (zero: lowest compared OMol25 entry of this formula, charge and spin) = 40.8 kcal per mole
E = -252.1661 Ha
Highest occupied orbital energy = -13.4 eV

# CHF2IO

2 unconnected molecules or ions with the total composition CHF2IO at a distorted geometry (ωB97M-V/def2-TZVPD, OMol25).

Each line ends with the Mulliken charge.
Cartesian coordinates (Å):
1 C -0.15 0.82 0.05  0.24
2 O -2.18 -0.88 0.34  -0.60
3 F 0.73 0.53 -0.85  -0.15
4 F -1.06 1.64 -0.23  -0.16
5 I -3.61 0.28 0.08  0.29
6 H -0.34 0.39 1.08  0.37

Summary:
Lowest unoccupied orbital energy (alpha / beta) = 0.005 / -0.072 Ha
Relative energy (zero: lowest compared OMol25 entry of this formula, charge and spin) = 121.3 kcal per mole
E = -611.1796 Ha
Highest occupied orbital energy (alpha / beta) = -8.9 / -8.0 eV

> What is the relative energy (zero: lowest compared OMol25 entry of this formula, charge and spin) in the sixth record?

51.3 kcal per mole

> Which of these has the lowest relative energy (zero: lowest compared OMol25 entry of this formula, charge and spin)?

C61H70BBrF3N8O2PSiTl